Entry from the Open Molecules 2025 dataset: a 7-piece molecular cluster, C51H81BClFN2O25 overall (wB97M-V/def2-TZVPD).

```
162
C51H81BClFN2O25 | the Open Molecules 2025 dataset | wB97M-V/def2-TZVPD
C -0.333 7.316 0.428
C 0.226 5.942 -0.015
B -0.853 4.945 -0.622
O -0.943 4.896 -2.008
N -1.784 4.059 0.127
C -2.919 4.746 0.739
C -3.653 5.558 -0.325
C -4.016 4.983 -1.517
C -4.634 5.657 -2.520
C -4.921 6.987 -2.352
C -4.608 7.563 -1.161
C -3.986 6.887 -0.140
C -3.727 7.677 1.119
C -0.987 3.245 1.057
C -0.699 3.861 2.445
N 0.727 3.614 2.826
C -1.572 1.793 1.208
O -0.531 1.074 1.839
C -1.674 1.259 -0.268
C -0.990 -0.096 -0.473
O 0.401 0.102 -0.760
C 1.220 -0.818 -0.151
O 2.101 -0.458 0.595
C 0.982 -2.294 -0.474
C 1.927 -3.166 0.335
O -2.792 1.968 1.867
C -3.443 0.912 2.583
C -4.949 1.193 2.250
C -6.010 0.892 3.280
F -7.139 1.650 2.916
C -3.143 -0.516 2.115
C -4.141 -1.609 2.480
O -5.107 -1.810 1.424
C -5.931 -2.872 1.728
O -5.591 -4.014 1.526
C -3.083 1.162 4.070
Cl -3.689 2.768 4.632
C -3.343 0.031 5.050
C -2.473 0.340 6.322
H -1.185 7.629 -0.175
H 0.438 8.077 0.290
H -0.569 7.318 1.492
H 0.830 5.514 0.789
H 0.941 6.144 -0.818
H -1.468 5.632 -2.350
H -2.674 5.447 1.540
H -3.666 4.051 1.130
H -3.785 3.935 -1.678
H -4.866 5.146 -3.446
H -5.387 7.538 -3.158
H -4.835 8.613 -1.013
H -4.603 7.559 1.768
H -2.874 7.340 1.699
H -3.611 8.743 0.933
H -0.007 3.075 0.601
H -1.316 3.458 3.245
H -0.812 4.946 2.424
H 1.253 4.476 2.795
H 0.757 3.253 3.770
H -0.786 0.668 2.672
H -1.171 1.928 -0.959
H -2.729 1.160 -0.528
H -1.182 -0.798 0.334
H -1.459 -0.530 -1.368
H -0.054 -2.542 -0.239
H 1.162 -2.425 -1.542
H 1.827 -4.219 0.085
H 1.798 -3.052 1.412
H 2.955 -2.866 0.126
H -5.047 2.244 1.982
H -5.152 0.646 1.327
H -6.365 -0.141 3.276
H -5.795 1.153 4.312
H -2.153 -0.891 2.387
H -3.143 -0.494 1.023
H -4.660 -1.483 3.431
H -3.583 -2.548 2.559
H -6.920 -2.619 2.145
H -2.000 1.308 4.082
H -2.957 -0.922 4.658
H -4.364 -0.085 5.413
H -1.434 0.263 5.996
H -2.632 1.359 6.671
H -2.609 -0.392 7.110
C 4.977 -7.471 -3.075
C 3.974 -6.389 -3.388
C 4.357 -5.021 -2.877
O 3.080 -4.407 -2.666
C 2.188 -5.402 -2.429
O 1.082 -5.232 -2.029
O 2.728 -6.613 -2.704
H 5.968 -7.203 -3.442
H 5.029 -7.654 -2.000
H 4.682 -8.410 -3.542
H 3.769 -6.365 -4.462
H 4.943 -4.452 -3.595
H 4.891 -5.054 -1.923
C 9.417 -3.531 -3.722
C 9.138 -4.940 -3.258
C 10.370 -5.792 -3.086
O 9.865 -7.112 -3.338
C 8.789 -6.985 -4.153
O 8.251 -7.889 -4.704
O 8.410 -5.683 -4.254
H 10.122 -3.034 -3.055
H 9.820 -3.530 -4.735
H 8.496 -2.947 -3.746
H 8.538 -4.924 -2.343
H 10.790 -5.727 -2.086
H 11.151 -5.571 -3.817
C -3.122 6.933 -7.831
C -2.037 6.929 -6.782
C -2.142 5.801 -5.783
O -1.536 6.371 -4.619
C -1.694 7.717 -4.696
O -1.479 8.470 -3.804
O -2.134 8.081 -5.928
H -3.162 5.977 -8.354
H -4.094 7.137 -7.381
H -2.940 7.719 -8.564
H -1.052 6.944 -7.257
H -1.604 4.909 -6.096
H -3.174 5.532 -5.545
C 11.662 -10.275 1.111
C 11.864 -8.779 1.090
C 10.972 -8.045 0.119
O 11.766 -6.899 -0.218
C 13.072 -7.250 -0.049
O 13.991 -6.601 -0.422
O 13.170 -8.437 0.597
H 10.619 -10.525 1.305
H 11.967 -10.719 0.163
H 12.276 -10.731 1.888
H 11.768 -8.371 2.100
H 10.027 -7.739 0.564
H 10.771 -8.611 -0.794
C -10.465 1.784 0.076
C -9.441 1.578 -1.014
C -8.022 1.870 -0.594
O -7.417 2.276 -1.828
C -8.400 2.783 -2.614
O -8.216 3.379 -3.624
O -9.624 2.518 -2.086
H -10.212 1.202 0.963
H -10.534 2.837 0.346
H -11.454 1.478 -0.267
H -9.530 0.570 -1.430
H -7.515 0.998 -0.187
H -7.946 2.693 0.121
C 1.939 -4.594 4.774
C 0.948 -3.512 4.424
C 1.323 -2.139 4.926
O 0.039 -1.522 5.100
C -0.860 -2.512 5.329
O -1.978 -2.330 5.695
O -0.315 -3.725 5.083
H 2.939 -4.333 4.428
H 1.964 -4.761 5.852
H 1.649 -5.538 4.313
H 0.767 -3.501 3.346
H 1.925 -1.578 4.214
H 1.834 -2.159 5.891
```

maximum force: 3.08 eV/Å
net charge: 0
ΔE to the lowest compared entry with this formula, charge and spin: 0.0 kcal/mol
orbital gap: 7.9 eV

***

Entry from the Open Molecules 2025 dataset: a 13-piece molecular cluster, C52H104O21 overall (wB97M-V/def2-TZVPD).

```
177
C52H104O21 | the Open Molecules 2025 dataset | wB97M-V/def2-TZVPD
C -3.872 -1.664 1.126
C -3.365 -3.006 1.628
O -4.482 -3.827 1.952
C -4.189 -5.011 2.487
O -3.089 -5.437 2.643
O -5.279 -5.694 2.794
C -6.573 -5.124 2.563
H -4.810 -1.717 0.587
H -3.135 -1.127 0.526
H -3.880 -0.963 1.968
H -2.621 -2.913 2.413
H -2.862 -3.463 0.771
H -7.296 -5.777 3.039
H -6.783 -5.084 1.491
H -6.642 -4.114 2.958
C 3.118 0.209 9.568
C 3.637 0.073 8.151
O 2.562 -0.363 7.307
C 2.851 -0.506 6.021
O 3.945 -0.611 5.559
O 1.721 -0.567 5.338
C 1.871 -0.840 3.958
H 2.356 -0.539 9.766
H 2.655 1.186 9.746
H 3.985 0.227 10.229
H 4.437 -0.668 8.128
H 4.048 1.011 7.774
H 2.406 -1.773 3.807
H 2.392 -0.010 3.493
H 0.879 -0.957 3.533
C -0.226 1.982 7.136
C 0.249 2.145 5.720
O -0.288 3.357 5.224
C -0.283 3.659 3.929
O 0.091 2.998 2.999
O -0.800 4.883 3.862
C -0.690 5.585 2.624
H -1.315 1.892 7.219
H 0.100 2.787 7.792
H 0.139 1.043 7.560
H 0.027 1.297 5.082
H 1.341 2.197 5.822
H -1.107 4.951 1.830
H 0.309 5.854 2.290
H -1.365 6.428 2.721
C 2.839 -6.034 -2.389
C 1.462 -6.180 -1.805
O 1.376 -5.552 -0.525
C 0.903 -4.318 -0.489
O 0.578 -3.681 -1.458
O 0.813 -3.971 0.777
C 0.227 -2.733 1.132
H 3.091 -5.006 -2.634
H 2.957 -6.670 -3.270
H 3.573 -6.413 -1.671
H 1.121 -7.207 -1.684
H 0.720 -5.731 -2.474
H 0.902 -1.898 0.928
H -0.029 -2.772 2.186
H -0.690 -2.533 0.571
C 0.865 -1.506 -5.711
C 1.649 -2.416 -4.774
C 2.490 -3.335 -5.659
O 1.878 -3.286 -6.930
C 1.306 -1.997 -7.097
H 1.135 -0.460 -5.546
H -0.213 -1.572 -5.578
H 0.959 -2.999 -4.150
H 2.181 -1.908 -3.964
H 2.481 -4.356 -5.287
H 3.518 -2.949 -5.709
H 0.475 -2.084 -7.798
H 2.039 -1.332 -7.572
C 5.688 -1.161 -0.281
C 5.816 -1.651 -1.717
C 4.542 -2.514 -1.884
O 3.685 -2.177 -0.788
C 4.181 -1.008 -0.132
H 6.241 -0.259 -0.007
H 6.037 -1.919 0.428
H 6.740 -2.166 -1.966
H 5.783 -0.752 -2.344
H 4.811 -3.564 -1.773
H 4.039 -2.270 -2.821
H 3.894 -1.021 0.913
H 3.759 -0.107 -0.598
C 4.888 2.809 0.525
C 3.473 3.283 0.283
C 2.894 3.361 1.706
O 3.982 3.452 2.608
C 5.042 2.652 2.048
H 5.628 3.527 0.167
H 5.181 1.861 0.061
H 2.822 2.664 -0.335
H 3.466 4.272 -0.186
H 2.328 2.440 1.905
H 2.138 4.130 1.856
H 4.855 1.626 2.390
H 6.020 2.980 2.392
C -2.394 -4.930 -1.559
C -3.723 -5.514 -2.050
C -4.722 -4.384 -1.713
O -3.958 -3.195 -1.678
C -2.563 -3.449 -1.897
H -1.554 -5.363 -2.099
H -2.330 -5.119 -0.486
H -4.015 -6.445 -1.568
H -3.724 -5.670 -3.133
H -5.099 -4.597 -0.703
H -5.560 -4.320 -2.406
H -2.044 -2.803 -1.190
H -2.272 -3.242 -2.930
C -5.782 1.791 -2.110
C -5.746 0.729 -1.015
C -6.145 -0.513 -1.813
O -7.057 -0.063 -2.808
C -6.740 1.264 -3.175
H -4.766 1.844 -2.534
H -5.866 2.838 -1.808
H -6.524 0.889 -0.265
H -4.760 0.680 -0.560
H -6.635 -1.276 -1.211
H -5.266 -0.955 -2.297
H -7.646 1.871 -3.243
H -6.277 1.289 -4.167
C 0.140 5.205 -3.130
C 0.500 6.480 -2.374
C 0.076 6.114 -0.944
O 0.013 4.689 -0.867
C 0.454 4.131 -2.104
H 0.717 5.105 -4.054
H -0.905 5.147 -3.435
H -0.044 7.319 -2.807
H 1.564 6.700 -2.456
H -0.946 6.467 -0.773
H 0.744 6.511 -0.178
H -0.110 3.236 -2.372
H 1.516 3.892 -1.988
C -5.548 2.748 1.984
C -4.338 3.258 1.226
C -3.163 2.678 1.975
O -3.605 1.412 2.422
C -5.025 1.402 2.587
H -6.433 2.543 1.382
H -5.880 3.459 2.746
H -4.329 4.349 1.161
H -4.417 2.909 0.190
H -2.971 3.323 2.851
H -2.230 2.669 1.413
H -5.325 1.349 3.634
H -5.484 0.615 1.991
C -0.538 -0.004 -1.820
C -1.076 0.395 -0.458
C 0.066 1.270 0.132
O 1.174 1.054 -0.733
C 0.968 -0.099 -1.550
H -0.717 0.827 -2.507
H -0.928 -0.935 -2.233
H -1.149 -0.427 0.255
H -2.012 0.950 -0.495
H 0.274 1.035 1.181
H -0.180 2.337 0.129
H 1.203 -1.039 -1.038
H 1.587 -0.022 -2.443
C 3.983 1.774 -3.132
C 4.090 3.251 -3.589
C 3.498 3.194 -5.000
O 3.323 1.834 -5.374
C 4.064 1.054 -4.464
H 3.042 1.528 -2.640
H 4.789 1.546 -2.434
H 5.164 3.450 -3.615
H 3.607 3.969 -2.933
H 3.993 3.818 -5.746
H 2.464 3.567 -4.955
H 5.101 0.981 -4.828
H 3.701 0.026 -4.382
```

maximum force: 2.16 eV/Å
net charge: 0
ΔE to the lowest compared entry with this formula, charge and spin: 0.0 kcal/mol
orbital gap: 9.8 eV